{"formula": "C7H14ClN3O", "method": "ωB97M-V with the def2-TZVPD basis set", "species": ["C", "C", "C", "C", "C", "C", "C", "N", "N", "N", "O", "Cl", "H", "H", "H", "H", "H", "H", "H", "H", "H", "H", "H", "H", "H", "H"], "positions_angstrom": [[0.7869, 1.2267, -0.7276], [1.5295, 0.0274, -0.2240], [-0.4287, 1.4512, -0.2129], [1.0218, -1.1628, 0.0986], [-1.0682, 0.4562, 0.6474], [-0.9193, -0.9675, 0.0022], [-1.2227, 2.4569, -0.9314], [-1.6505, -1.9056, 0.8351], [3.0279, 0.2676, -0.2674], [1.4172, -2.4184, 0.4212], [-2.4294, 0.4864, 0.8196], [-1.5684, -1.0941, -1.6385], [1.1960, 1.9074, -1.4099], [-0.6631, 0.5430, 1.7421], [-0.9553, 3.4695, -0.6190], [-2.2864, 2.3226, -0.7669], [-1.0105, 2.2538, -1.9752], [-0.8960, -2.5321, 1.1918], [-2.1749, -1.3737, 1.5347], [3.4989, 0.2877, -1.1875], [3.6458, -0.3192, 0.3114], [2.8813, 1.2904, 0.1475], [1.9551, -2.8890, -0.2962], [1.6261, -2.6420, 1.3123], [-2.3792, -2.4810, 0.2886], [-2.9340, 1.3387, 0.9040]], "forces_ev_per_angstrom": [[-0.1150, -2.1431, 2.9593], [0.2546, -0.7137, -1.5418], [0.6220, -0.1243, -1.9051], [-4.2771, 1.0765, -0.1957], [0.0131, -1.0457, 1.9869], [3.5674, 2.0849, -0.3593], [-0.7130, 0.6851, 0.2769], [-0.0220, -2.1515, -0.4957], [-0.7798, 2.4535, 1.2975], [-0.1360, 0.7468, -3.7407], [-2.8378, 1.3192, 0.0802], [0.5890, 0.2051, 0.4887], [0.8239, 0.6338, -1.0230], [0.2914, -0.6562, -1.8184], [-0.0479, 0.0146, -0.3196], [-0.1237, 0.1325, -0.1256], [-0.2773, 0.6598, -0.2457], [-0.9934, -0.1276, 0.3189], [-0.0117, -0.1005, 0.4052], [-0.6783, 0.3158, 0.0450], [-0.5588, 0.2120, 0.3058], [1.9000, -2.2180, -0.9903], [-0.0148, -0.2932, 0.2249], [0.9458, -0.9054, 3.5866], [1.4124, 0.8819, 0.8060], [1.1668, -0.9425, -0.0209]], "mol_weight_da": 191.66, "charge": 2, "gap_ev": 9.5, "de_lowest_ev": 2.7340, "homo_energy_ev": -16.6133}